Record 1
ORCA calculation (wB97M-V/def2-TZVPD) on C39H43AsCrN6 as an isolated structure.

```
90
Properties=species:S:1:pos:R:3
Cr -0.471 -0.666 0.494
C -3.814 0.237 -2.264
C -2.726 0.172 -1.247
N -2.004 -0.871 -1.036
C -2.220 -2.050 -1.885
C -1.327 -3.211 -1.471
N -0.020 -2.698 -1.066
C 0.861 -3.666 -0.400
C 1.619 -2.952 0.703
N 0.631 -2.239 1.541
C 1.183 -1.660 2.795
C 1.683 -0.245 2.555
N 0.633 0.453 1.810
C 0.425 1.719 1.864
C 1.214 2.694 2.665
C -0.748 2.159 1.060
C -1.308 3.425 1.063
C -2.450 3.638 0.302
C -2.982 2.608 -0.463
C -2.356 1.370 -0.440
N -1.283 1.173 0.327
H -4.521 -0.582 -2.124
H -3.391 0.122 -3.266
H -4.366 1.170 -2.236
H -2.005 -1.768 -2.920
H -3.267 -2.358 -1.855
H -1.274 -3.928 -2.296
H -1.759 -3.753 -0.629
H 0.449 -2.332 -1.890
H 1.556 -4.145 -1.091
H 0.252 -4.464 0.035
H 2.310 -2.216 0.291
H 2.199 -3.660 1.300
H -0.054 -2.937 1.828
H 1.979 -2.288 3.200
H 0.374 -1.637 3.526
H 2.597 -0.232 1.957
H 1.895 0.241 3.508
H 2.226 2.337 2.841
H 0.731 2.866 3.632
H 1.271 3.649 2.146
H -0.876 4.224 1.648
H -2.922 4.611 0.298
H -3.864 2.779 -1.062
C -4.982 -2.110 4.832
C -3.936 -1.767 3.823
C -3.627 -2.610 2.755
C -2.657 -2.244 1.849
N -1.961 -1.097 1.929
C -2.259 -0.278 2.955
C -3.217 -0.572 3.897
H -5.349 -3.125 4.705
H -5.826 -1.423 4.739
H -4.589 -2.000 5.843
H -4.141 -3.553 2.629
H -2.421 -2.893 1.016
H -1.701 0.645 3.022
H -3.401 0.132 4.699
C 1.731 -1.609 -5.483
C 0.532 -1.039 -5.067
C 0.438 -0.479 -3.802
C 1.549 -0.477 -2.959
C 2.752 -1.032 -3.380
C 2.836 -1.602 -4.645
As 1.359 0.304 -1.213
C 1.146 2.202 -1.424
C 0.150 2.890 -2.097
C 0.156 4.278 -2.076
C 1.143 4.959 -1.369
C 2.153 4.266 -0.716
C 2.173 2.875 -0.753
C 3.253 2.011 -0.222
C 4.412 2.465 0.399
C 5.414 1.568 0.741
C 5.280 0.216 0.453
C 4.120 -0.255 -0.149
C 3.104 0.638 -0.465
H 1.805 -2.045 -6.470
H -0.319 -1.022 -5.735
H -0.493 -0.015 -3.489
H 3.630 -1.001 -2.748
H 3.772 -2.028 -4.979
H -0.607 2.365 -2.668
H -0.592 4.833 -2.627
H 1.146 6.041 -1.362
H 2.941 4.818 -0.219
H 4.558 3.522 0.585
H 6.320 1.931 1.207
H 6.084 -0.469 0.684
H 4.044 -1.308 -0.388
```

The charge is +3. The calculation puts the frontier orbital gap (spin up / spin down) at 6.899 / 6.588 eV. Its energy above the lowest of the compared OMol25 structures with the same formula, charge and spin is 0.0 kJ/mol. As for the spin multiplicity: 4.

=====

Record 2
ORCA calculation (wB97M-V/def2-TZVPD) on C39H43BrIN6O4SSiV as an isolated structure.

```
97
Properties=species:S:1:pos:R:3
V 0.240 -0.482 0.131
O -1.911 3.028 0.430
C -1.099 3.875 -0.256
C -1.202 5.230 0.040
C -0.420 6.151 -0.628
C 0.486 5.735 -1.595
C 0.587 4.384 -1.877
C -0.200 3.436 -1.225
C -0.067 2.003 -1.671
O -0.073 1.063 -0.641
N -1.164 1.600 -2.545
N -1.199 0.263 -2.711
C -1.774 -0.283 -3.702
C -1.839 -1.740 -3.738
Br -1.148 -2.619 -2.190
C -2.389 -2.479 -4.704
C -2.914 -1.919 -5.967
C -4.211 -2.234 -6.370
C -4.718 -1.724 -7.554
C -3.930 -0.909 -8.355
C -2.634 -0.606 -7.969
C -2.126 -1.110 -6.781
H -1.634 2.119 0.256
H -1.909 5.542 0.796
H -0.516 7.201 -0.390
H 1.105 6.450 -2.115
H 1.302 4.042 -2.616
H 0.915 1.893 -2.163
H -1.280 2.178 -3.373
H -2.249 0.262 -4.517
H -2.457 -3.551 -4.569
H -4.823 -2.872 -5.746
H -5.729 -1.965 -7.852
H -4.323 -0.520 -9.284
H -2.011 0.014 -8.599
H -1.106 -0.892 -6.490
C 0.605 -4.868 1.515
C 1.255 -3.830 2.367
N 1.799 -4.194 3.511
C 2.416 -3.289 4.276
C 2.609 -1.970 3.920
C 3.397 -1.030 4.794
O 4.623 -0.632 4.193
C 2.050 -1.553 2.691
C 2.467 -0.309 2.076
N 1.959 0.156 0.992
C 2.698 1.151 0.268
C 3.005 2.370 0.854
C 3.717 3.320 0.136
C 4.132 3.048 -1.157
C 3.841 1.824 -1.741
C 3.118 0.873 -1.032
I 2.681 -0.949 -1.949
C 1.300 -2.479 1.961
O 0.665 -2.099 0.848
H 0.757 -5.843 1.969
H 1.030 -4.864 0.511
H -0.465 -4.688 1.419
H 2.804 -3.656 5.219
H 3.571 -1.496 5.769
H 2.835 -0.110 4.965
H 5.217 -1.390 4.172
H 3.361 0.161 2.486
H 2.680 2.574 1.864
H 3.943 4.272 0.594
H 4.689 3.787 -1.716
H 4.180 1.603 -2.743
C -4.255 3.840 3.732
C -3.134 3.060 4.327
C -3.113 2.518 5.583
C -1.950 1.821 5.980
N -0.890 1.683 5.211
C -0.904 2.213 3.980
S 0.347 2.109 2.872
N -2.032 2.887 3.567
C -1.876 1.200 7.337
H -5.185 3.632 4.255
H -4.378 3.602 2.676
H -4.046 4.907 3.814
H -3.958 2.626 6.245
H -2.004 3.229 2.609
H -2.865 0.993 7.742
H -1.367 1.886 8.017
H -1.290 0.285 7.292
C -3.291 0.271 1.282
Si -1.887 -0.963 1.492
C -2.600 -2.604 0.917
C -1.390 -1.142 3.298
H -4.167 -0.185 1.754
H -3.531 0.426 0.228
H -3.136 1.242 1.738
H -3.194 -2.972 1.760
H -1.868 -3.364 0.662
H -3.261 -2.478 0.060
H -2.217 -0.808 3.929
H -0.507 -0.577 3.589
H -1.210 -2.195 3.525
```

The charge is +1. The calculation puts the frontier orbital gap (spin up / spin down) at 6.848 / 7.130 eV. Its energy above the lowest of the compared OMol25 structures with the same formula, charge and spin is 31.2 kJ/mol. As for the spin multiplicity: 2.

=====

What did the second record say?
ORCA calculation (wB97M-V/def2-TZVPD) on C39H43BrIN6O4SSiV as an isolated structure.

```
97
Properties=species:S:1:pos:R:3
V 0.240 -0.482 0.131
O -1.911 3.028 0.430
C -1.099 3.875 -0.256
C -1.202 5.230 0.040
C -0.420 6.151 -0.628
C 0.486 5.735 -1.595
C 0.587 4.384 -1.877
C -0.200 3.436 -1.225
C -0.067 2.003 -1.671
O -0.073 1.063 -0.641
N -1.164 1.600 -2.545
N -1.199 0.263 -2.711
C -1.774 -0.283 -3.702
C -1.839 -1.740 -3.738
Br -1.148 -2.619 -2.190
C -2.389 -2.479 -4.704
C -2.914 -1.919 -5.967
C -4.211 -2.234 -6.370
C -4.718 -1.724 -7.554
C -3.930 -0.909 -8.355
C -2.634 -0.606 -7.969
C -2.126 -1.110 -6.781
H -1.634 2.119 0.256
H -1.909 5.542 0.796
H -0.516 7.201 -0.390
H 1.105 6.450 -2.115
H 1.302 4.042 -2.616
H 0.915 1.893 -2.163
H -1.280 2.178 -3.373
H -2.249 0.262 -4.517
H -2.457 -3.551 -4.569
H -4.823 -2.872 -5.746
H -5.729 -1.965 -7.852
H -4.323 -0.520 -9.284
H -2.011 0.014 -8.599
H -1.106 -0.892 -6.490
C 0.605 -4.868 1.515
C 1.255 -3.830 2.367
N 1.799 -4.194 3.511
C 2.416 -3.289 4.276
C 2.609 -1.970 3.920
C 3.397 -1.030 4.794
O 4.623 -0.632 4.193
C 2.050 -1.553 2.691
C 2.467 -0.309 2.076
N 1.959 0.156 0.992
C 2.698 1.151 0.268
C 3.005 2.370 0.854
C 3.717 3.320 0.136
C 4.132 3.048 -1.157
C 3.841 1.824 -1.741
C 3.118 0.873 -1.032
I 2.681 -0.949 -1.949
C 1.300 -2.479 1.961
O 0.665 -2.099 0.848
H 0.757 -5.843 1.969
H 1.030 -4.864 0.511
H -0.465 -4.688 1.419
H 2.804 -3.656 5.219
H 3.571 -1.496 5.769
H 2.835 -0.110 4.965
H 5.217 -1.390 4.172
H 3.361 0.161 2.486
H 2.680 2.574 1.864
H 3.943 4.272 0.594
H 4.689 3.787 -1.716
H 4.180 1.603 -2.743
C -4.255 3.840 3.732
C -3.134 3.060 4.327
C -3.113 2.518 5.583
C -1.950 1.821 5.980
N -0.890 1.683 5.211
C -0.904 2.213 3.980
S 0.347 2.109 2.872
N -2.032 2.887 3.567
C -1.876 1.200 7.337
H -5.185 3.632 4.255
H -4.378 3.602 2.676
H -4.046 4.907 3.814
H -3.958 2.626 6.245
H -2.004 3.229 2.609
H -2.865 0.993 7.742
H -1.367 1.886 8.017
H -1.290 0.285 7.292
C -3.291 0.271 1.282
Si -1.887 -0.963 1.492
C -2.600 -2.604 0.917
C -1.390 -1.142 3.298
H -4.167 -0.185 1.754
H -3.531 0.426 0.228
H -3.136 1.242 1.738
H -3.194 -2.972 1.760
H -1.868 -3.364 0.662
H -3.261 -2.478 0.060
H -2.217 -0.808 3.929
H -0.507 -0.577 3.589
H -1.210 -2.195 3.525
```

The charge is +1. The calculation puts the frontier orbital gap (spin up / spin down) at 6.848 / 7.130 eV. Its energy above the lowest of the compared OMol25 structures with the same formula, charge and spin is 31.2 kJ/mol. As for the spin multiplicity: 2.

=====

The lowest charge belongs to which entry? C39H43BrIN6O4SSiV